# C16H7Br3O3S

An isolated molecule of C16H7Br3O3S in a non-equilibrium geometry (wB97M-V/def2-TZVPD, the OMol25 dataset).

Structure (XYZ):
```
30
Properties=species:S:1:pos:R:3:forces:R:3
Br 0.330717 4.373525 5.941153 -0.18 -0.48 0.02
Br -0.312157 -5.956378 -5.373565 0.17 0.57 0.68
Br 2.397821 -6.411319 -3.337610 -0.60 0.65 0.30
S -1.508407 0.031349 1.596650 -1.29 -0.37 -0.73
O -1.369651 -1.667914 -2.592181 -0.32 0.35 -0.53
O 1.034907 0.112614 0.986854 -1.36 0.12 -0.41
O -1.682616 0.387428 -1.617542 0.82 -2.68 -1.22
C -0.439458 1.686454 5.068241 0.06 0.70 0.58
C -0.221036 3.023350 4.716701 0.22 -0.54 -0.46
C -0.584974 -2.773165 -2.694583 1.30 -0.86 0.86
C -0.811276 -3.693303 -3.708740 0.59 0.13 0.14
C -0.992585 1.193540 2.780253 0.85 0.58 0.40
C -0.092934 -0.202992 0.606299 2.73 0.60 1.59
C 1.132284 -4.993978 -3.012199 -0.03 -0.01 -0.42
C 0.453032 -3.024049 -1.768068 0.67 -0.61 0.05
C 1.320242 -4.129994 -1.934606 -0.47 -0.26 -0.56
C -0.335899 3.411680 3.379302 -0.21 1.04 0.70
C -0.738149 2.537296 2.414237 -0.17 -1.62 0.11
C -0.816826 0.769278 4.101204 -0.48 0.12 -0.25
C 0.624869 -2.161666 -0.629556 -1.62 1.74 -0.51
C -0.189410 -1.053921 -0.572368 0.60 -2.03 -0.91
C 0.048624 -4.777162 -3.899682 0.05 -0.06 0.29
C -1.118222 -0.711142 -1.663158 -0.81 2.34 1.96
H -0.217868 4.459489 3.115520 0.23 -0.17 0.09
H -0.826251 2.864373 1.388389 -0.13 -0.10 -0.05
H -1.056765 -0.253310 4.432811 0.27 0.51 -0.50
H -0.362696 1.332657 6.094678 0.11 0.33 -0.15
H 1.335018 -2.358430 0.163307 0.01 -0.09 -0.09
H 2.135654 -4.325985 -1.222798 -0.49 0.25 -0.39
H -1.619656 -3.486251 -4.366092 -0.51 -0.11 -0.59
```
Positions in Å, forces in eV/Å.

Its total charge is 0. The calculation puts the lowest unoccupied orbital energy at -0.040 Eh. The calculation puts the HOMO energy at -9.028 eV. Its molar mass is 519.01 g mol⁻¹. As for the total energy: -243810.294 eV.

# C6H12N2O

A structure of composition C6H12N2O in a non-equilibrium geometry (wB97M-V/def2-TZVPD, the OMol25 dataset).

Structure (XYZ):
```
21
Properties=species:S:1:pos:R:3:forces:R:3
O -2.602338 -0.375006 -0.388330 0.24 -1.13 0.70
N 1.712884 0.115061 -2.069485 -2.30 2.15 9.14
N -0.645668 -0.711598 0.624678 3.59 1.23 0.92
C 0.817822 -1.022453 -1.306375 4.14 -2.43 -6.75
C -1.797084 -1.116816 0.167100 -3.25 -4.46 -1.25
C 1.175288 1.341405 2.230847 1.17 0.24 -2.60
C 0.833593 -0.733825 0.050199 -5.30 2.42 1.91
C -0.190788 0.442132 -0.048165 0.94 1.72 2.16
C 0.171179 1.671428 0.942415 5.23 -3.09 -2.30
H 1.396580 -2.114967 -1.513206 -1.80 2.82 -0.30
H -1.963825 -2.350281 0.311738 0.04 3.09 -0.34
H 1.504680 -0.762427 0.891245 0.59 -0.27 -0.92
H 1.402047 1.177634 -1.743133 0.89 -4.01 -1.61
H -0.187002 -0.812944 -1.774656 1.15 -1.81 0.54
H -0.933960 0.489619 -1.029728 2.54 1.28 2.48
H 0.598528 2.418781 0.268650 -0.46 0.42 0.67
H 0.707410 1.985983 3.099498 1.22 -2.05 -1.32
H 1.258519 -0.050208 2.271003 -0.14 5.10 1.00
H 1.850021 -0.035008 -2.959497 0.47 -0.75 -5.79
H 2.382962 1.986438 1.892912 -3.74 -2.59 1.32
H -0.727834 1.751957 1.289330 -5.23 2.12 2.32
```
Positions in Å, forces in eV/Å.

Its total charge is 0. The calculation puts the lowest unoccupied orbital energy at 0.031 Eh. As for the energy above the lowest of the compared OMol25 structures with the same formula, charge and spin: 209.8 kcal/mol. The calculation puts the HOMO energy at -9.387 eV. Its molar mass is 128.17 g mol⁻¹. As for the total energy: -11435.573 eV.

# C4H2N2S

A cluster of 2 separate species, C4H2N2S in total in a non-equilibrium geometry (wB97M-V/def2-TZVPD, the OMol25 dataset).

Structure (XYZ):
```
9
Properties=species:S:1:pos:R:3:forces:R:3
S 0.460154 0.814601 2.832862 -0.49 -0.74 -0.51
N -1.556458 -2.438930 2.579553 0.17 0.47 0.03
N -1.986586 1.990551 -0.275180 -0.47 0.49 -0.62
C -0.340959 -0.280698 1.996698 0.20 2.01 -2.87
C -1.022275 -1.432213 2.386823 -0.45 -1.21 0.07
C -1.375115 1.030354 -0.411658 0.70 -0.51 1.43
C -0.533547 -0.088603 -0.078462 -2.54 0.56 4.01
H -0.812850 -1.031961 -0.367943 -1.31 -2.10 -0.66
H 0.441275 -0.023602 -0.238745 4.20 1.02 -0.89
```
Positions in Å, forces in eV/Å.

Its total charge is 0. The calculation puts the lowest unoccupied orbital energy at -0.076 Eh. As for the energy above the lowest of the compared OMol25 structures with the same formula, charge and spin: 68.1 kcal/mol. The calculation puts the HOMO energy at -9.736 eV. Its molar mass is 110.14 g mol⁻¹. As for the total energy: -17991.883 eV.

# C20H30N4O2

An isolated molecule of C20H30N4O2 in a non-equilibrium geometry (wB97M-V/def2-TZVPD, the OMol25 dataset).

Structure (XYZ):
```
56
Properties=species:S:1:pos:R:3:forces:R:3
O 2.094526 -0.886294 2.283978 0.02 0.12 0.07
O 0.319845 -2.952022 0.089349 0.10 0.12 0.03
N -0.479190 -3.567780 5.727887 0.40 -0.30 -0.07
N 1.556733 -1.047518 -0.300683 0.83 0.99 0.48
N 0.995267 -2.843608 2.685310 -0.19 -0.29 -0.15
N 1.352178 -0.921137 -1.628239 -0.64 -0.71 -0.57
C -0.824434 -1.478404 4.634016 -0.06 -0.07 0.11
C 1.186603 -2.911437 4.113928 0.19 0.19 0.12
C -2.446162 2.029206 -1.561897 -0.04 0.21 -0.13
C 1.525751 0.084978 -3.762288 -0.26 -0.24 -0.16
C 2.736314 1.144066 -1.776286 -0.14 0.02 0.17
C 1.177676 2.457424 -0.180648 -0.10 -0.10 -0.13
C -1.239098 1.410138 -3.764787 -0.30 -0.21 0.11
C 1.435919 -1.847284 1.916077 0.07 -0.07 0.12
C -1.997819 -1.284811 5.341676 0.09 -0.06 -0.02
C 0.235960 -0.631507 -4.173111 -0.01 0.06 0.15
C -1.033477 -0.082137 -3.518404 0.15 0.16 -0.15
C 1.026580 -2.032273 0.448001 -0.26 -0.24 -0.34
C 1.828836 0.050717 -2.291386 0.38 0.18 0.29
C -1.597406 -3.374115 6.405432 -0.37 0.13 0.19
C -0.095265 -2.641407 4.862556 -0.01 0.13 -0.09
C -1.235173 2.779714 -0.982911 -0.08 -0.27 0.10
C -2.484875 1.990336 -3.093799 0.13 -0.03 0.06
C -2.397271 -2.252987 6.250806 0.06 -0.02 -0.03
C -0.201014 1.823477 -0.382520 0.10 0.31 0.03
C 2.038597 2.476960 -1.447287 0.07 -0.04 0.19
H -3.359807 1.413000 -3.402458 -0.06 0.04 -0.08
H -1.889818 -0.630311 -3.917885 -0.06 -0.03 0.05
H 2.363394 -0.397323 -4.278215 0.07 0.12 -0.02
H 1.558946 -3.898711 4.397441 -0.04 0.15 0.00
H -2.589726 -0.393812 5.189793 -0.03 0.06 -0.01
H -3.304412 -2.140280 6.823486 -0.07 -0.02 0.06
H -1.860232 -4.160539 7.100761 -0.11 -0.01 0.08
H -0.470352 -0.748202 3.922635 0.04 0.08 -0.09
H -0.774231 3.384564 -1.765498 0.05 0.11 -0.06
H 1.932219 -2.150115 4.365915 -0.04 -0.17 0.00
H 0.327136 -1.684292 -3.906874 0.02 -0.05 -0.11
H 0.427831 -3.544668 2.223227 0.08 0.13 -0.06
H 3.283834 0.808048 -0.891302 0.09 0.02 -0.04
H -0.369913 1.962038 -3.411793 0.15 0.12 -0.05
H -3.368088 2.509765 -1.226910 -0.03 -0.09 0.04
H -2.622024 3.012281 -3.458941 -0.08 0.01 -0.01
H -1.564162 3.471993 -0.204786 0.06 0.07 -0.02
H -1.318344 1.578984 -4.842626 0.11 0.06 -0.03
H 0.143124 -0.557600 -5.259445 0.01 -0.07 -0.04
H -0.989271 -0.289513 -2.450759 -0.09 -0.06 0.05
H 1.431259 2.788923 -2.298588 0.00 0.09 -0.09
H -2.460193 1.010688 -1.171304 -0.05 -0.06 0.09
H 1.043402 3.485126 0.166358 0.03 0.00 0.09
H 2.824135 3.225801 -1.318360 -0.03 0.00 -0.11
H -0.103293 0.960763 -1.035090 -0.07 -0.12 0.04
H 2.105270 -0.361208 0.226331 -0.21 -0.28 -0.14
H -0.576746 1.465634 0.579148 -0.05 -0.11 -0.04
H 1.715491 1.924309 0.607616 0.08 0.05 0.07
H 3.474603 1.338932 -2.559021 0.02 -0.09 0.04
H 1.510367 1.123434 -4.097625 0.08 0.04 0.00
```
Positions in Å, forces in eV/Å.

Its total charge is 0. The calculation puts the lowest unoccupied orbital energy at 0.022 Eh. As for the energy above the lowest of the compared OMol25 structures with the same formula, charge and spin: 52.7 kcal/mol. The calculation puts the HOMO energy at -9.134 eV. Its molar mass is 358.49 g mol⁻¹. As for the total energy: -31282.941 eV.

- Among the records above, which one has the highest molar mass?
  C16H7Br3O3S

- Which of these has the lowest molar mass?
  C4H2N2S

- The highest lowest unoccupied orbital energy belongs to which entry?
  C6H12N2O

- What is the total energy in the second record?
  -11435.573 eV